# 1
The following is a DFT calculation (ωB97M-V/def2-TZVPD) of 2 unconnected molecules or ions with the total composition C4H4ClOP in a non-equilibrium geometry.

```
11
Properties=species:S:1:pos:R:3:forces:R:3
C -0.88609 0.57453 -0.61101 0.013 -0.222 -0.423
C 0.05915 0.26624 0.37369 0.060 -0.158 -0.256
C -0.58561 -0.22374 -1.68690 -0.916 0.839 0.195
C 0.88263 -0.70856 -0.17386 0.800 -0.059 0.907
O 0.46279 -0.99447 -1.43121 0.316 -0.389 -0.419
P 2.29702 -1.57774 0.39990 -0.073 -0.387 -0.230
Cl 4.25805 0.88128 -0.29401 -0.009 0.110 -0.060
H -1.68308 1.28421 -0.54625 -0.217 0.181 -0.058
H 0.15095 0.69813 1.34848 0.077 0.021 0.225
H -1.04880 -0.30650 -2.65101 0.025 -0.121 -0.150
H 2.28857 -0.95666 1.65441 -0.076 0.185 0.270
```
Positions in Å, forces in eV/Å.

Calculated values
E_HOMO (spin up / spin down) = -0.2759 / -0.3522 Eh
LUMO energy (spin up / spin down) = 1.0 / -3.9 eV
Energy above the lowest of the compared OMol25 structures with the same formula, charge and spin = 0.0 kJ/mol
2S+1 = 3
HOMO-LUMO gap (spin up / spin down) = 8.46 / 5.67 eV

=====

# 2
The following is a DFT calculation (ωB97M-V/def2-TZVPD) of C6H8O4 in the gas phase in a non-equilibrium geometry.

```
18
Properties=species:S:1:pos:R:3:forces:R:3
C 2.76218 -0.22782 -0.01537 0.646 0.491 0.271
C 3.70937 0.32663 0.64089 -0.163 -0.104 -0.123
C 1.30489 -0.48936 0.24095 -0.245 -0.531 2.191
C -1.67261 -0.83794 -0.32090 3.703 0.857 4.331
C 0.39419 0.70666 0.18995 0.574 0.318 2.853
C -1.06558 0.38303 0.55753 -1.594 0.403 -5.187
O 1.93232 -0.83118 -0.88730 1.086 -1.223 -3.124
O -0.92301 -1.93623 0.26289 -0.823 -1.293 -1.776
O 0.47697 1.42052 -0.99058 -0.665 -1.857 -1.415
O -1.88957 1.45850 0.06284 0.242 1.317 0.002
H 1.19222 -1.35264 0.91916 -0.530 0.952 -0.100
H -1.39979 -0.71457 -1.33311 -0.262 0.284 -1.246
H -2.66326 -0.99084 -0.01811 -1.696 0.306 -0.369
H 0.91893 1.33876 0.97012 -1.345 -0.422 -0.241
H -1.23342 0.24789 1.58410 -0.198 -0.224 1.341
H -1.14816 -2.65324 -0.36259 0.571 -0.107 0.882
H 0.81328 2.24415 -0.74841 0.925 2.112 0.120
H -1.50896 1.90769 -0.75207 -0.227 -1.278 1.591
```
Positions in Å, forces in eV/Å.

Calculated values
E_HOMO = -0.3588 Eh
LUMO energy = -0.5 eV
Energy above the lowest of the compared OMol25 structures with the same formula, charge and spin = 766.1 kJ/mol
2S+1 = 1
HOMO-LUMO gap = 9.24 eV

=====

# 3
The following is a DFT calculation (ωB97M-V/def2-TZVPD) of a molecular structure, C12H18BF6N7O5S2V in a non-equilibrium geometry.

```
52
Properties=species:S:1:pos:R:3:forces:R:3
O -15.02895 -6.20978 1.22835 0.480 0.444 -0.992
V -13.71795 -5.80670 0.55753 0.860 -1.345 1.418
B -12.08312 -6.42122 2.70896 -0.022 0.141 0.329
F -11.68531 -6.38226 1.38015 0.221 0.513 -2.745
F -13.09204 -5.44919 2.78042 -0.530 1.883 -0.146
F -12.78760 -7.54308 2.84923 -0.653 -2.860 0.897
F -11.01230 -6.25023 3.48640 0.632 0.193 1.151
N -13.66278 -3.76630 0.61586 2.751 2.661 -0.325
S -14.75100 -2.62964 0.59633 -9.757 2.970 1.259
O -14.95078 -1.87627 -0.65123 1.605 -1.678 2.378
O -15.14576 -1.90950 1.85966 2.376 -2.534 -3.606
F -15.94283 -3.77429 0.49887 0.662 0.864 -0.054
S -12.36851 -2.62872 0.52183 6.605 0.554 -0.207
O -12.11500 -1.76667 1.65923 -2.041 -1.227 -1.346
O -11.99249 -2.12804 -0.78637 -1.934 -0.945 1.477
F -11.23806 -3.71728 0.74724 -0.432 -0.678 0.041
C -15.22960 -7.59491 4.90040 -0.307 -0.436 -0.853
C -15.66818 -8.29944 3.66277 0.507 0.849 1.325
N -15.95040 -8.79525 2.67433 -0.229 -0.460 -0.617
H -16.09110 -7.30878 5.50377 0.077 -0.078 -0.046
H -14.68185 -6.70613 4.58713 0.002 -0.022 0.090
H -14.57515 -8.26276 5.46056 -0.160 0.135 0.082
C -10.35624 -6.72776 -3.21026 0.479 -0.293 0.455
C -11.23755 -6.15776 -2.20578 0.311 0.000 0.298
N -11.93427 -5.76385 -1.38843 -0.953 -0.093 0.379
H -9.32218 -6.81676 -2.87725 0.060 0.792 0.315
H -10.39447 -6.12195 -4.11560 -0.129 -0.545 -0.142
H -10.57909 -7.79344 -3.26296 -0.636 0.123 -0.824
C -12.44459 -5.44021 6.51556 0.132 0.341 0.056
C -12.08441 -4.34793 7.44463 -0.557 -0.895 -0.287
N -11.82931 -3.48559 8.15296 0.144 0.197 0.148
H -12.61995 -4.97520 5.54545 0.209 -0.233 -0.158
H -13.35129 -5.98815 6.77200 -0.052 0.370 0.424
H -11.64881 -6.18409 6.47720 0.128 0.229 -0.213
C -9.17215 -4.10723 3.88951 -0.262 0.787 -0.284
C -8.24787 -2.95391 4.03760 1.831 1.049 0.390
N -7.47989 -2.06833 4.06242 -2.002 -2.152 -0.015
H -9.97983 -4.13409 4.62097 0.153 0.458 0.085
H -8.75514 -5.11415 3.90764 0.570 0.410 -0.124
H -9.62301 -3.90872 2.91719 -0.232 -0.441 -0.047
C -12.38673 -9.87264 4.48943 0.033 -0.681 0.179
C -12.91281 -11.00855 5.22432 -0.932 -1.547 1.179
N -13.42287 -11.89315 5.77588 0.791 1.149 -0.704
H -11.29911 -9.93754 4.45804 -0.054 0.188 -0.065
H -12.70695 -8.96896 5.00803 0.162 0.053 -0.514
H -12.80643 -10.00479 3.49219 0.100 0.726 -0.054
C -12.16752 -10.60552 -0.49950 -0.891 0.527 0.023
C -12.87308 -9.34500 -0.19566 -0.908 2.825 0.850
N -13.45806 -8.35210 0.02578 1.838 -1.914 -0.760
H -12.98531 -11.15980 -0.96004 0.406 -0.671 -0.105
H -11.79318 -11.10367 0.39482 -0.246 0.124 0.008
H -11.34221 -10.46727 -1.19797 -0.209 0.169 -0.003
```
Positions in Å, forces in eV/Å.

Calculated values
E_HOMO (spin up / spin down) = -0.4134 / -0.4134 Eh
LUMO energy (spin up / spin down) = -3.1 / -2.6 eV
Energy above the lowest of the compared OMol25 structures with the same formula, charge and spin = 0.0 kJ/mol
2S+1 = 2
HOMO-LUMO gap (spin up / spin down) = 8.15 / 8.62 eV

=====

# 4
The following is a DFT calculation (ωB97M-V/def2-TZVPD) of C3H8N2O2 in the gas phase in a non-equilibrium geometry.

```
15
Properties=species:S:1:pos:R:3:forces:R:3
C 0.37777 0.33325 -0.15015 1.032 -0.647 0.570
N -1.05333 0.50404 -0.19017 -0.022 -0.069 0.542
C -1.89422 0.42921 -1.26221 -0.533 -0.745 -0.195
O -1.70087 -0.72886 -1.94320 1.091 -0.239 0.324
O -2.77883 1.20022 -1.52992 -0.160 0.098 0.255
C 0.88721 -0.60338 0.96155 -0.905 0.217 2.082
N 2.31576 -0.44456 1.26948 0.032 0.231 -0.916
H 0.77646 1.34763 -0.00344 0.468 -0.356 -0.178
H 0.83370 -0.16415 -1.00870 -0.621 0.710 -0.646
H -1.37945 1.09372 0.56113 -0.158 0.281 -0.460
H -2.45815 -0.97199 -2.47103 -0.420 0.489 -0.403
H 0.34719 -0.46508 1.92175 -0.188 0.464 -0.496
H 0.60748 -1.63345 0.74761 0.368 -0.168 -0.574
H 2.47608 -0.31228 2.25462 -0.139 -0.156 0.189
H 2.64318 0.41567 0.84268 0.155 -0.109 -0.095
```
Positions in Å, forces in eV/Å.

Calculated values
E_HOMO = -0.3464 Eh
LUMO energy = 0.7 eV
Energy above the lowest of the compared OMol25 structures with the same formula, charge and spin = 98.5 kJ/mol
2S+1 = 1
SMILES = NCCNC(=O)O
HOMO-LUMO gap = 10.14 eV

=====

# 5
The following is a DFT calculation (ωB97M-V/def2-TZVPD) of a molecular structure, C19H40AlBr14O2 in a non-equilibrium geometry.

```
76
Properties=species:S:1:pos:R:3:forces:R:3
C 1.25609 0.72753 0.67690 -0.097 0.359 -0.435
C 0.88647 1.86242 -0.30009 -0.013 -0.183 1.066
C -0.57642 1.82157 -0.58828 1.361 0.252 0.519
O -0.98875 1.35238 -1.59510 -1.025 -0.671 -1.989
O -1.30559 2.33107 0.37984 -0.516 0.236 0.223
C -2.73209 2.24257 0.18723 -1.286 -0.076 1.003
C -3.35539 1.00678 0.83256 0.179 -0.597 -0.774
Al -3.43188 -0.67974 -0.33406 0.488 0.393 -0.163
H 1.60471 -0.12912 0.11652 0.220 -0.284 -0.052
H 0.39666 0.39549 1.23930 -0.226 -0.022 0.333
H 2.02131 1.08236 1.35307 0.273 -0.155 0.299
H 1.42068 1.71641 -1.21701 0.172 0.329 -0.263
H 1.12465 2.81919 0.14652 0.146 0.289 0.046
H -3.02958 2.35736 -0.84531 0.403 -0.173 -0.472
H -3.13943 3.09623 0.71257 0.279 0.615 0.088
H -4.35835 1.29207 1.14331 -0.322 0.082 0.032
H -2.83255 0.77986 1.75360 0.236 0.032 0.367
H -3.66634 -0.18100 -1.86561 -0.209 -0.022 -0.065
H -4.56104 -1.72729 0.15411 -0.164 -0.084 0.145
H -1.93663 -1.33691 -0.28667 0.073 -0.187 0.105
Br -3.93397 0.93376 -5.08830 0.019 0.004 -0.170
C -2.00976 0.80606 -4.84280 -0.180 0.105 0.291
C -1.25714 1.69392 -5.79378 0.140 -0.099 0.043
Br -1.19852 0.95479 -7.60040 -0.017 0.053 -0.064
H -1.75086 -0.24210 -4.94709 0.044 -0.001 -0.012
H -1.83613 1.11485 -3.81169 0.029 -0.045 0.008
H -0.21633 1.77983 -5.48861 -0.006 -0.055 0.036
H -1.69326 2.68362 -5.87800 -0.052 -0.015 -0.004
Br 5.04067 1.97421 -2.10570 -0.054 0.007 0.073
C 4.70327 0.11176 -2.57190 0.164 0.085 -0.143
C 3.77767 -0.00515 -3.74995 -0.309 -0.109 -0.026
Br 1.94472 0.36934 -3.23194 -0.014 -0.087 -0.293
H 4.30598 -0.36393 -1.68233 -0.041 -0.041 -0.015
H 5.67896 -0.31132 -2.80060 -0.005 0.002 -0.002
H 3.77317 -1.02635 -4.12582 0.030 -0.030 0.050
H 4.02542 0.67577 -4.55846 0.084 0.016 0.037
Br 1.49111 -3.36385 -4.33725 0.113 0.057 -0.078
C 2.35039 -4.16242 -5.88734 -0.231 -0.019 0.241
C 3.68451 -4.77057 -5.54318 0.106 0.019 -0.173
Br 5.06964 -3.41862 -5.32275 -0.003 -0.030 0.052
H 2.42293 -3.38682 -6.64294 0.062 -0.018 -0.023
H 1.66435 -4.93516 -6.22792 0.057 -0.037 -0.028
H 4.03599 -5.40471 -6.35449 -0.024 0.015 -0.013
H 3.65802 -5.34312 -4.62202 -0.044 0.032 0.027
Br 6.40174 -0.62509 0.41386 0.048 -0.082 0.079
C 5.18419 0.42582 1.50943 0.192 0.073 -0.094
C 4.93492 -0.23705 2.83625 -0.263 -0.084 0.048
Br 3.72705 -1.75150 2.65780 0.060 -0.039 0.042
H 4.27711 0.56115 0.92765 -0.023 -0.015 0.037
H 5.67207 1.38876 1.64400 -0.001 -0.007 0.015
H 4.44096 0.45018 3.52008 -0.014 0.038 -0.052
H 5.84406 -0.61186 3.29500 0.041 0.036 -0.035
Br -2.38029 3.23001 3.40869 -0.024 0.097 0.162
C -3.53147 3.44647 4.95683 0.311 0.088 -0.110
C -3.64679 2.16283 5.73633 -0.301 -0.001 0.078
Br -4.80514 0.89176 4.82717 0.141 -0.113 0.020
H -4.48927 3.80130 4.58582 -0.035 -0.035 0.040
H -3.07106 4.22176 5.56656 -0.028 -0.035 0.059
H -4.11033 2.34354 6.70462 -0.008 0.030 -0.016
H -2.69281 1.66617 5.88022 0.039 0.045 -0.063
Br 2.39425 -5.59070 3.26249 0.021 -0.055 -0.051
C 4.20333 -6.30019 3.18108 -0.144 0.160 0.161
C 5.09076 -5.45992 2.30100 0.130 -0.129 -0.155
Br 4.73344 -5.77024 0.41391 -0.022 0.069 0.035
H 4.12338 -7.32729 2.84037 0.039 0.007 -0.049
H 4.56474 -6.28647 4.20733 0.049 0.027 -0.021
H 6.13497 -5.73049 2.44457 -0.016 -0.030 0.033
H 4.96580 -4.39514 2.47207 -0.043 -0.007 0.021
Br -7.75295 5.15333 5.51384 -0.011 0.035 -0.044
C -8.65504 3.89356 4.33116 -0.020 -0.056 0.186
C -7.68093 2.94616 3.68607 -0.004 0.077 -0.287
Br -6.68907 3.80130 2.24888 0.072 -0.015 0.118
H -9.21022 4.48403 3.60993 0.036 0.006 -0.030
H -9.35064 3.35108 4.96816 0.029 -0.024 0.000
H -8.20726 2.11713 3.21742 -0.038 0.007 0.035
H -6.94685 2.55652 4.38327 -0.054 -0.012 0.013
```
Positions in Å, forces in eV/Å.

Calculated values
E_HOMO = -0.1678 Eh
LUMO energy = 1.8 eV
2S+1 = 1
HOMO-LUMO gap = 6.33 eV
Total charge = -1

=====

# 6
The following is a DFT calculation (ωB97M-V/def2-TZVPD) of 2 unconnected molecules or ions with the total composition CH4NO2P in a non-equilibrium geometry.

```
9
Properties=species:S:1:pos:R:3:forces:R:3
C 0.61926 0.94237 -0.80857 -0.869 -2.323 -0.040
N -1.39917 -0.19876 0.59997 0.586 -1.454 0.668
O -0.82444 -1.24485 0.89546 -1.372 1.158 -0.122
O -2.47619 0.14857 0.99129 0.347 0.296 -0.419
P 1.63181 -0.38021 -0.12044 1.398 2.133 -1.304
H 0.18128 0.44982 -1.69177 0.228 0.788 0.015
H 0.21972 1.91425 -0.62109 0.474 0.541 0.522
H 0.65349 -1.22738 -0.46379 -0.650 -1.481 -0.448
H 1.39423 -0.40381 1.21893 -0.142 0.342 1.128
```
Positions in Å, forces in eV/Å.

Calculated values
E_HOMO (spin up / spin down) = -0.3042 / -0.3687 Eh
LUMO energy (spin up / spin down) = -2.0 / -0.7 eV
Energy above the lowest of the compared OMol25 structures with the same formula, charge and spin = 718.5 kJ/mol
2S+1 = 1
HOMO-LUMO gap (spin up / spin down) = 6.24 / 9.30 eV